(1)
9
Properties=species:S:1:pos:R:3:nbo_charge:R:1 method="wB97M-V/def2-TZVPD" smiles=C#C[C@@H](I)SC#N homo_lumo_gap_ev=9.2074 lumo_energy_ev=-0.776
C 0.24 -0.33 -0.22 -0.041
C 1.37 -0.38 0.25 -0.267
C -1.18 -2.63 -1.69 0.018
C -1.37 -0.01 -1.16 -0.487
N -0.39 -3.40 -2.01 -0.268
S -2.37 -1.53 -1.20 0.365
I -0.94 0.89 -3.10 0.194
H -2.08 0.67 -0.73 0.226
H 2.34 -0.62 0.71 0.261


(2)
6
Properties=species:S:1:pos:R:3:nbo_charge:R:1 method="wB97M-V/def2-TZVPD" smiles="[H]/N=N/N=N/[H]" homo_lumo_gap_ev=9.3358 lumo_energy_ev=1.009
N -0.58 -0.03 0.01 0.200
N 0.60 -0.02 -0.01 0.216
N -1.85 -0.13 -0.07 -0.565
N 1.83 -0.14 0.07 -0.550
H -2.23 0.17 0.81 0.347
H 2.24 0.15 -0.80 0.352


(3)
65
Properties=species:S:1:pos:R:3:nbo_charge:R:1 method="wB97M-V/def2-TZVPD" s2=6.03 multiplicity=5 charge=+1 homo_lumo_gap_ev="8.6935 / 6.1205" lumo_energy_ev="-1.835 / -5.225"
O 0.95 -0.21 -4.45 -0.564
C 2.33 -0.47 -4.88 -0.086
C 2.20 -0.29 -6.35 -0.478
H 2.58 -1.50 -4.63 0.189
H 3.05 0.27 -4.51 0.187
C 0.73 -0.06 -5.88 0.286
H 2.36 -1.22 -6.90 0.216
H 2.70 0.59 -6.74 0.213
C -0.18 -1.12 -6.48 -0.623
H 0.14 -2.12 -6.19 0.218
H -0.15 -0.99 -7.56 0.217
H -1.21 -0.96 -6.15 0.211
C 0.29 1.35 -6.18 -0.621
H 0.94 2.06 -5.66 0.212
H -0.75 1.48 -5.86 0.210
H 0.34 1.50 -7.25 0.216
Pd -1.21 0.54 2.50 0.881
C -1.71 2.72 3.24 -0.280
C -0.57 2.33 4.01 -0.250
C 0.51 2.08 3.12 -0.224
H -0.52 2.28 5.10 0.248
C 0.05 2.32 1.78 -0.330
C -1.32 2.74 1.86 -0.233
H -1.95 3.03 1.03 0.253
H -2.68 3.01 3.64 0.252
H 1.52 1.82 3.40 0.249
H 0.63 2.25 0.87 0.257
C -3.45 -0.30 2.79 -0.304
C -3.46 0.65 1.73 -0.218
C -2.58 0.17 0.70 -0.278
H -4.05 1.56 1.69 0.248
C -2.01 -1.07 1.14 -0.284
C -2.58 -1.37 2.43 -0.212
H -2.42 -2.28 3.00 0.247
H -4.06 -0.25 3.69 0.247
H -2.40 0.64 -0.27 0.262
H -1.32 -1.71 0.59 0.261
O 0.41 -1.31 -1.85 -0.518
C 0.14 0.08 -1.73 -0.078
C 1.39 0.97 -1.83 -0.426
H -0.21 0.17 -0.69 0.137
H -0.66 0.40 -2.41 0.206
C 2.46 -0.14 -1.89 -0.453
H 1.41 1.57 -0.89 0.177
H 1.41 1.71 -2.65 0.231
C 1.73 -1.34 -1.20 -0.073
H 3.49 0.17 -1.63 0.222
H 2.56 -0.61 -2.89 0.242
H 1.66 -1.17 -0.11 0.138
H 2.19 -2.33 -1.36 0.202
C -2.05 -0.44 5.78 -0.686
C -0.78 -0.92 5.24 0.339
C 0.15 -1.78 5.88 -0.252
C 1.19 -2.01 4.97 -0.241
C 0.88 -1.28 3.80 0.350
C 1.66 -1.21 2.57 -0.694
N -0.31 -0.64 3.99 -0.611
H -2.88 -1.09 5.48 0.255
H -2.29 0.59 5.48 0.245
H -2.00 -0.47 6.88 0.251
H 0.01 -2.17 6.87 0.242
H 2.08 -2.59 5.09 0.241
H 2.71 -1.38 2.81 0.251
H 1.37 -2.00 1.87 0.265
H 1.55 -0.25 2.07 0.244


(4)
90
Properties=species:S:1:pos:R:3:lowdin_charge:R:1 method="wB97M-V/def2-TZVPD" smiles=OCCO.OCCO.OCCO.OCCO.OCCO.OCCO.OCCO.OCCO.OCCO homo_lumo_gap_ev=9.7477 lumo_energy_ev=0.100
C -3.99 -0.71 1.96 -0.240
C -4.86 -0.54 3.14 -0.248
O -6.16 -1.07 2.80 -0.066
O -3.62 -2.09 1.75 -0.079
H -3.07 -0.15 2.13 0.097
H -4.40 -0.39 1.00 0.127
H -4.92 0.46 3.55 0.117
H -4.45 -1.17 3.94 0.125
H -6.76 -0.92 3.52 0.084
H -4.46 -2.53 1.54 0.082
C 3.92 0.60 -0.16 -0.244
C 4.77 -0.18 -1.10 -0.226
O 6.14 -0.03 -0.68 -0.066
O 4.03 2.01 -0.36 -0.070
H 4.29 0.40 0.85 0.123
H 2.87 0.30 -0.21 0.082
H 4.67 0.16 -2.14 0.129
H 4.48 -1.24 -1.05 0.071
H 6.69 -0.52 -1.30 0.077
H 3.26 2.25 -0.90 0.028
C -2.03 2.01 4.24 -0.235
C -1.30 2.92 5.20 -0.250
O -2.18 3.23 6.27 -0.054
O -2.50 0.84 4.92 -0.079
H -1.38 1.67 3.42 0.099
H -2.91 2.50 3.84 0.124
H -1.10 3.86 4.67 0.126
H -0.36 2.48 5.55 0.113
H -2.46 2.38 6.63 0.081
H -1.75 0.34 5.24 0.091
C 1.32 -0.06 3.76 -0.257
C 2.03 1.25 3.46 -0.224
O 1.63 1.67 2.18 -0.068
O 1.35 -0.37 5.13 -0.048
H 1.75 -0.87 3.16 0.126
H 0.27 0.04 3.47 0.106
H 3.11 1.04 3.52 0.130
H 1.81 1.96 4.26 0.119
H 2.17 2.41 1.88 0.114
H 2.18 -0.81 5.34 0.095
C -2.12 0.69 -5.17 -0.248
C -3.24 1.11 -6.09 -0.258
O -4.52 0.84 -5.55 -0.059
O -1.88 1.75 -4.25 -0.079
H -1.21 0.45 -5.73 0.119
H -2.42 -0.20 -4.61 0.112
H -3.14 0.66 -7.07 0.119
H -3.14 2.20 -6.25 0.124
H -4.60 1.38 -4.76 0.085
H -1.42 1.38 -3.49 0.036
C -2.39 -3.16 -1.62 -0.191
C -1.23 -3.97 -1.05 -0.227
O -0.25 -4.32 -2.02 -0.060
O -1.96 -2.08 -2.47 -0.087
H -2.92 -2.70 -0.79 0.105
H -3.06 -3.81 -2.18 0.126
H -1.65 -4.92 -0.71 0.127
H -0.75 -3.48 -0.21 0.101
H 0.05 -3.51 -2.45 0.071
H -1.63 -2.46 -3.29 0.096
C 1.84 2.61 -3.29 -0.226
C 2.80 3.76 -3.20 -0.237
O 2.22 4.86 -2.50 -0.059
O 1.74 1.97 -2.02 -0.083
H 2.19 1.88 -4.04 0.128
H 0.89 3.00 -3.67 0.126
H 2.92 4.12 -4.23 0.125
H 3.75 3.44 -2.77 0.118
H 1.68 4.51 -1.79 0.075
H 0.98 1.37 -2.02 0.037
C -0.53 -0.17 0.18 -0.200
C -0.99 0.71 -0.96 -0.203
O -0.45 0.28 -2.20 -0.098
O 0.87 -0.19 0.32 -0.094
H -0.93 -1.19 0.07 0.111
H -1.04 0.19 1.09 0.111
H -0.75 1.76 -0.82 0.132
H -2.09 0.66 -0.98 0.132
H -0.71 -0.64 -2.38 0.075
H 1.12 0.44 1.01 0.047
C 3.76 -3.29 0.18 -0.253
C 2.41 -3.24 -0.47 -0.243
O 2.26 -2.06 -1.27 -0.076
O 4.07 -4.59 0.68 -0.053
H 3.81 -2.55 1.00 0.124
H 4.53 -3.03 -0.54 0.112
H 1.60 -3.28 0.28 0.116
H 2.22 -4.15 -1.06 0.116
H 1.73 -1.44 -0.75 0.034
H 3.55 -4.75 1.47 0.084